Run A
This record from the OMol25 dataset describes a molecular structure, C16H25IN7O5Pt. The level of theory is ωB97M-V/def2-TZVPD.

Geometry as XYZ:
```
55
C16H25IN7O5Pt ωB97M-V/def2-TZVPD
Pt 1.31288 0.08744 -0.02874
C 1.94542 -4.25280 -0.26963
C 1.96777 -2.77422 -0.43276
N 1.73609 -1.93955 0.51157
O 1.44292 -2.45085 1.75270
C 2.31086 -2.15951 -1.68961
C 2.91712 -2.90845 -2.83262
N 2.10414 -0.87475 -1.79185
O 2.34902 -0.17459 -2.77063
H 1.30201 -4.53579 0.55807
H 2.95200 -4.61795 -0.05467
H 1.59997 -4.72604 -1.18562
H 1.55945 -1.64880 2.30524
H 3.66355 -3.61490 -2.46919
H 3.39243 -2.21307 -3.51802
H 2.15875 -3.46538 -3.38733
C -2.35571 -0.06108 4.35065
N -2.05024 0.14979 2.93652
C -3.08991 -0.21587 1.97982
C -0.76813 0.18113 2.48862
N -0.40444 -0.17868 1.30566
N 0.13870 0.71331 3.39971
C 1.51189 0.79151 3.27611
N 2.10991 1.51635 4.24873
N 2.12409 0.17285 2.32648
H -3.43328 -0.00155 4.47127
H -1.93177 0.71098 4.99182
H -2.01928 -1.03818 4.70276
H -4.05291 0.06241 2.39815
H -3.09902 -1.28844 1.76394
H -2.95786 0.33984 1.05231
H -1.15118 -0.57446 0.74674
H -0.27196 1.20231 4.17608
H 1.59273 2.04676 4.92648
H 3.10696 1.64006 4.22918
H 3.13207 0.29743 2.35197
I 4.51762 0.87029 -0.30257
C 2.53461 1.51065 -0.63132
H 2.40260 1.63555 -1.70146
H 2.34364 2.39827 -0.03562
O -1.25845 3.70816 -1.67198
C -1.92217 2.87731 -2.50755
C -2.85613 3.46135 -3.36105
C -3.57610 2.67827 -4.23712
C -3.38600 1.29542 -4.29103
C -2.46145 0.71870 -3.45201
C -1.71929 1.49248 -2.55013
C -0.73560 0.80831 -1.69555
O -0.03656 1.54557 -0.83266
O -0.53942 -0.39641 -1.73362
H -0.63080 3.17612 -1.15161
H -2.99237 4.53264 -3.31583
H -4.29833 3.14712 -4.89281
H -3.95147 0.68991 -4.98413
H -2.27935 -0.34695 -3.47185
```

The calculation puts the gap between HOMO and LUMO (alpha / beta) at 6.630 / 6.629 eV. The highest occupied orbital energy (alpha / beta) comes out at -10.638 / -10.638 eV. As for the charge: +1.

---

Run B
This record from the OMol25 dataset describes a molecular structure, C16H25IN7O5Pt. The level of theory is ωB97M-V/def2-TZVPD.

Geometry as XYZ:
```
55
C16H25IN7O5Pt ωB97M-V/def2-TZVPD
Pt -1.41025 0.42890 -0.45306
C -0.18860 4.50184 -0.87255
C -0.85405 3.19021 -0.65495
N -0.24436 2.06257 -0.83990
O 1.04544 2.13886 -1.24108
C -2.24078 3.12336 -0.20279
C -3.09426 4.31143 0.06771
N -2.68980 1.91341 -0.04095
O -3.86879 1.60231 0.30046
H 0.73600 4.38696 -1.42642
H 0.03863 4.95152 0.09790
H -0.86143 5.17787 -1.39889
H 1.48918 1.21225 -1.29422
H -2.50747 5.11936 0.50253
H -3.88912 4.02866 0.75435
H -3.55962 4.68373 -0.84780
C -5.08918 -2.14488 0.91894
N -3.85410 -2.86773 0.61060
C -3.99202 -4.30642 0.37470
C -2.80961 -2.17186 0.12867
N -2.85932 -0.89480 -0.11227
N -1.64197 -2.86986 -0.08440
C -0.44849 -2.39634 -0.61626
N 0.52213 -3.31279 -0.70291
N -0.28276 -1.17157 -0.98900
H -5.68859 -2.76557 1.57826
H -5.66545 -1.92316 0.01740
H -4.86791 -1.21854 1.44565
H -4.82787 -4.66292 0.96853
H -3.12097 -4.86890 0.70713
H -4.18695 -4.52450 -0.67684
H -3.72434 -0.37988 0.06733
H -1.60778 -3.79589 0.30639
H 0.36176 -4.29434 -0.56640
H 1.46685 -3.00163 -0.87320
H 0.69506 -0.92443 -1.27901
I -0.79246 1.87927 2.76402
C -0.60299 0.27349 1.45213
H -1.11764 -0.58259 1.87416
H 0.44530 0.06836 1.23813
O 4.50195 -1.14076 1.90318
C 5.05307 -0.47178 0.87836
C 6.40579 -0.14015 0.96682
C 7.01898 0.54053 -0.06310
C 6.30700 0.91086 -1.20534
C 4.97064 0.59077 -1.29378
C 4.32195 -0.09887 -0.26277
C 2.88522 -0.42336 -0.37776
O 2.31145 -1.08695 0.51652
O 2.24208 -0.02115 -1.42166
H 3.56165 -1.29630 1.65719
H 6.94875 -0.43223 1.85536
H 8.06964 0.78843 0.01888
H 6.79892 1.44094 -2.00888
H 4.39153 0.86428 -2.16515
```

The calculation puts the gap between HOMO and LUMO at 5.360 eV. The highest occupied orbital energy comes out at -10.093 eV. As for the charge: +1.

---

Most stable structure - run B; separation to the second - 0.0875 hartree.

---

Run A
This record from the OMol25 dataset describes C6H8O3S in the gas phase. The level of theory is ωB97M-V/def2-TZVPD.

Geometry as XYZ:
```
18
C6H8O3S ωB97M-V/def2-TZVPD
C 2.94977 0.61882 0.46857
C 1.75283 1.41682 0.27720
C 2.87030 -0.67177 0.04967
C 0.77788 0.70546 -0.28849
C -2.33479 -0.75535 0.59960
C -2.42923 0.13335 -0.63349
O 0.59285 -1.97812 -0.02213
O -0.30922 1.30689 -0.84082
O -1.23211 0.31772 -1.41952
S 1.33906 -0.97521 -0.79281
H 3.75797 1.08144 1.05660
H 1.41146 2.37642 0.57499
H 3.59397 -1.46234 0.10565
H -1.99619 -1.70351 0.46726
H -1.75416 -0.41595 1.45952
H -3.27469 -0.94208 0.91940
H -2.63836 1.19105 -0.45744
H -3.07734 -0.24362 -1.52377
```

The calculation puts the gap between HOMO and LUMO at 8.815 eV. The highest occupied orbital energy comes out at -8.846 eV. As for the charge: 0.

---

Run B
This record from the OMol25 dataset describes 2 unconnected molecules or ions with the total composition C6H8O3S. The level of theory is ωB97M-V/def2-TZVPD.

Geometry as XYZ:
```
18
C6H8O3S ωB97M-V/def2-TZVPD
O -2.87196 2.31352 -0.27335
C -2.98329 1.14944 -0.15491
C -3.42567 0.16506 1.17167
C -3.49972 -1.23556 1.10662
S -3.02134 -1.47871 -0.60758
O -2.78163 0.14287 -1.06217
H -3.64885 0.70209 2.08049
H -3.74096 -2.01179 1.78678
C 2.27508 -0.74223 0.56586
C 3.15927 -0.26959 -0.56062
C 2.63698 0.93784 -1.29981
O 4.19699 -0.81002 -0.84365
H 2.48221 -0.12592 1.44001
H 2.50100 -1.77640 0.81630
H 1.22463 -0.63290 0.31133
H 2.16308 1.63738 -0.61628
H 3.44297 1.42706 -1.83974
H 1.89123 0.60787 -2.02094
```

The calculation puts the gap between HOMO and LUMO at 9.279 eV. As for the structure (SMILES): O=c1ccso1.CC(C)=O. The highest occupied orbital energy comes out at -9.221 eV. As for the charge: 0.

---

Most stable structure - run B; separation to the second - 0.1371 hartree.